No. 1
11
Properties=species:S:1:pos:R:3:forces:R:3 method="wB97M-V/def2-TZVPD" total_charge=+2 largest_force_ev_per_a=5.15 multiplicity=1 homo_ha=-0.7235 total_energy_ev=-15925.7998 relative_energy_kcal_mol=9.5 orbital_gap_ha=0.134
In -26.626920 -33.934800 -17.919650 0.254 0.182 0.398
N -28.521430 -34.277920 -20.887150 0.679 -3.479 -3.735
O -28.508350 -33.365090 -20.173830 -0.300 3.727 2.864
O -28.858050 -34.187550 -22.063810 0.045 -0.405 1.202
O -28.048930 -35.341550 -20.448680 -0.413 -0.074 -0.752
C -24.996150 -36.753730 -20.201260 -0.391 -0.443 0.247
O -24.848870 -35.475760 -19.622820 -0.874 -0.646 0.518
H -25.644020 -37.430560 -19.644250 -0.012 0.549 0.400
H -25.349180 -36.733440 -21.232300 -0.072 0.323 -0.587
H -24.019930 -37.233880 -20.268630 0.637 -0.093 -0.139
H -24.208450 -34.971130 -20.129580 0.446 0.359 -0.415



No. 2
7
Properties=species:S:1:pos:R:3:forces:R:3 method="wB97M-V/def2-TZVPD" total_charge=0 largest_force_ev_per_a=4.30 multiplicity=1 homo_ha=-0.3536 total_energy_ev=-4077.8723 relative_energy_kcal_mol=115.5 orbital_gap_ha=0.317
N 1.179713 -0.301089 0.178767 1.513 4.017 0.232
C -0.058353 -0.007618 -0.256075 -3.288 -0.590 -2.168
N -1.145777 -0.437129 0.221301 0.000 -0.718 1.296
H 0.898353 1.333105 0.279874 1.678 -3.838 0.522
H 1.201456 -0.875760 1.026391 -0.444 0.624 0.374
H -0.045309 0.533551 -1.224929 0.176 0.165 0.240
H -2.030080 -0.245061 -0.225331 0.364 0.340 -0.496



No. 3
8
Properties=species:S:1:pos:R:3:forces:R:3 method="wB97M-V/def2-TZVPD" total_charge=0 largest_force_ev_per_a=3.26 multiplicity=1 homo_ha="-0.3409 / -0.3493" total_energy_ev=-6123.4743 relative_energy_kcal_mol=162.2 orbital_gap_ha="0.354 / 0.333"
C -1.775489 -0.275173 0.405239 -0.882 -0.272 1.016
N -0.532521 -0.213532 0.177435 -1.674 1.686 1.704
N 2.116041 0.192453 0.246362 1.907 0.925 -2.482
O 0.362142 -0.479228 -0.565140 -0.338 -0.991 -1.339
H -2.295724 0.231333 1.263100 1.414 -0.159 -0.704
H -2.458028 -0.967855 -0.052003 0.050 -0.348 -0.977
H 1.811445 0.523822 1.109328 -0.951 0.248 2.096
H 2.129763 -0.795937 0.197133 0.474 -1.090 0.686



No. 4
8
Properties=species:S:1:pos:R:3:forces:R:3 method="wB97M-V/def2-TZVPD" total_charge=0 smiles="NC(N)=O" largest_force_ev_per_a=2.90 multiplicity=1 homo_ha=-0.3541 total_energy_ev=-6129.4530 relative_energy_kcal_mol=24.3 orbital_gap_ha=0.385
N -0.778220 0.855969 0.115020 -1.210 1.275 -0.331
C -0.187514 -0.299564 0.520326 -0.081 -2.101 -1.998
N 1.015060 -0.388894 -0.292203 -1.300 1.020 1.309
O -0.659440 -1.226231 1.158933 0.673 1.666 -0.017
H -1.734121 1.111495 0.314840 -0.032 -0.562 0.812
H -0.604711 1.072494 -0.860639 0.621 0.098 0.548
H 1.075092 -1.047555 -0.990573 -0.077 -2.044 -1.164
H 1.873854 -0.077711 0.034299 1.406 0.648 0.842



Question: Which value of multiplicity does entry 3 give?
Answer: 1